DFT (ωB97M-V with the def2-TZVPD basis set) results for a single C6H10O molecule.

XYZ file:
```
17
Properties=species:S:1:pos:R:3
C 0.1032 -0.7678 2.1009
C -0.4557 -0.2193 0.7997
C -0.0521 1.1622 0.2248
C -0.1949 0.5434 -1.1824
O -1.0722 0.9859 -2.1563
C 0.9780 -0.3401 -1.4030
C -0.2074 -0.8387 -0.5806
H -0.1040 -0.0737 2.9258
H 1.1826 -0.9427 2.0653
H -0.3903 -1.7171 2.3452
H -1.5497 -0.1948 0.8966
H 0.9863 1.4392 0.4485
H -0.7082 1.9991 0.4695
H -0.6289 1.6532 -2.6935
H 1.0172 -0.8111 -2.3841
H 1.9526 -0.0749 -0.9951
H -0.7235 -1.7223 -0.9411
```

Output
F_max ... 0.340 eV/A
LUMO level ... 0.9 eV
Spin multiplicity ... 1
Orbital gap ... 10.31 eV
SMILES ... C[C@H]1C[C@@]2(O)C[C@@H]12
Highest occupied orbital energy ... -9.40 eV
Energy relative to the best compared isomer or geometry (same formula, charge and spin) ... 151.8 kJ/mol

The net atomic charges from natural (NBO), expressed in e, are: atom 1 (C): -0.61, atom 2 (C): -0.19, atom 3 (C): -0.43, atom 4 (C): 0.24, atom 5 (O): -0.69, atom 6 (C): -0.45, atom 7 (C): -0.24, atom 8 (H): 0.21, atom 9 (H): 0.20, atom 10 (H): 0.21, atom 11 (H): 0.20, atom 12 (H): 0.20, atom 13 (H): 0.22, atom 14 (H): 0.47, atom 15 (H): 0.23, atom 16 (H): 0.20, atom 17 (H): 0.22


DFT (ωB97M-V with the def2-TZVPD basis set) results for 2 unconnected molecules or ions with the total composition C5H13N2O2P at a distorted geometry.

XYZ file:
```
23
Properties=species:S:1:pos:R:3
C 0.6469 3.0553 0.1649
C 1.4827 1.8034 -0.1358
P 0.6102 0.0844 0.0779
O 0.8291 -0.1423 1.6956
C 1.9749 -1.1119 -0.4021
C 1.6788 -2.5665 -0.0945
H -0.3013 3.1490 -0.4547
H 0.2892 3.1249 1.2025
H 1.2335 3.9660 -0.0765
H 2.3404 1.9903 0.3711
H 1.8156 1.9103 -1.1883
H 0.0815 -0.0443 2.3919
H 2.2414 -1.0371 -1.4589
H 2.8399 -0.8453 0.0681
H 1.5214 -2.8665 0.9844
H 0.6848 -2.7936 -0.3975
H 2.4903 -3.2642 -0.5807
N -4.3155 -1.4401 -1.0033
N -3.7144 -0.9865 0.1355
C -2.9064 -0.1462 0.4043
O -2.0873 0.5004 0.9028
H -4.2154 -0.7492 -1.8261
H -5.2203 -1.5905 -0.7803
```

Output
F_max ... 4.933 eV/A
LUMO level ... 0.4 eV
Spin multiplicity ... 1
Orbital gap ... 8.54 eV
SMILES ... CCP(O)CC.NN=C=O
Highest occupied orbital energy ... -8.13 eV
Energy relative to the best compared isomer or geometry (same formula, charge and spin) ... 410.0 kJ/mol

The net atomic charges from natural (NBO), expressed in e, are: atom 1 (C): -0.61, atom 2 (C): -0.71, atom 3 (P): 1.07, atom 4 (O): -1.03, atom 5 (C): -0.72, atom 6 (C): -0.61, atom 7 (H): 0.20, atom 8 (H): 0.21, atom 9 (H): 0.21, atom 10 (H): 0.21, atom 11 (H): 0.21, atom 12 (H): 0.52, atom 13 (H): 0.22, atom 14 (H): 0.21, atom 15 (H): 0.22, atom 16 (H): 0.20, atom 17 (H): 0.21, atom 18 (N): -0.61, atom 19 (N): -0.39, atom 20 (C): 0.82, atom 21 (O): -0.52, atom 22 (H): 0.35, atom 23 (H): 0.36